No. 1
26
Properties=species:S:1:pos:R:3 method="wB97M-V/def2-TZVPD" total_charge=-1 homo_lumo_gap_ev=7.566 relative_energy_ev=1.615 energy_ha=-631.63840 homo_energy_ev=-4.3
C -2.17 -0.19 3.29
C 0.05 0.10 0.25
C -0.09 -0.11 1.69
C -1.46 -0.02 2.01
C -2.15 0.18 0.83
C 1.32 0.17 -0.30
C 2.48 -0.07 0.47
C 2.33 -0.47 1.81
C 1.13 -0.40 2.44
N -1.20 0.20 -0.24
H 1.45 0.59 -1.31
H 3.43 0.05 0.05
H -1.33 0.50 -1.15
H 3.22 -0.90 2.37
H -3.13 0.53 0.54
H 1.01 -0.54 3.45
H -2.39 -1.17 3.50
H -3.08 0.38 3.37
H -1.51 0.13 4.01
C 0.31 -0.49 -4.19
C 0.30 0.90 -3.53
O -0.76 1.15 -2.85
O 1.30 1.71 -3.50
H 0.89 -0.35 -4.98
H -0.69 -0.63 -4.54
H 0.75 -1.23 -3.47



No. 2
88
Properties=species:S:1:pos:R:3 method="wB97M-V/def2-TZVPD" total_charge=-1 homo_lumo_gap_ev=3.244 relative_energy_ev=4.297 energy_ha=-2932.88531 homo_energy_ev=-4.9
O 7.78 -22.09 5.12
V 6.56 -22.96 4.64
O 6.11 -23.82 5.91
O 8.16 -20.26 -0.13
C 7.80 -21.45 0.35
O 7.09 -21.53 1.31
O 8.26 -22.49 -0.19
H 8.86 -20.71 -0.62
O 2.21 -24.83 1.41
C 3.54 -25.06 1.52
O 4.07 -25.70 0.65
O 4.16 -24.60 2.43
H 1.88 -25.43 0.73
C 3.19 -33.72 -1.69
O 2.07 -33.88 -2.53
C 0.92 -33.27 -2.00
C 1.13 -31.73 -1.74
N 1.69 -31.50 -0.39
C 1.08 -30.32 0.29
C -0.23 -30.64 0.90
O -1.30 -30.36 -0.03
C -2.56 -30.70 0.51
H 3.77 -34.64 -1.74
H 3.06 -33.60 -0.61
H 3.78 -32.93 -2.16
H 0.66 -33.76 -1.07
H 0.12 -33.38 -2.73
H 0.15 -31.25 -1.72
H 1.69 -31.33 -2.59
H 2.69 -31.42 -0.48
H 1.10 -29.52 -0.44
H 1.77 -30.15 1.12
H -0.28 -30.15 1.87
H -0.31 -31.71 1.09
H -2.58 -31.53 1.22
H -3.39 -30.86 -0.17
H -2.79 -29.89 1.19
C 4.80 -23.26 -4.56
C 5.24 -24.40 -3.62
C 4.77 -25.87 -3.93
O 5.36 -26.88 -3.11
C 5.17 -28.22 -3.64
N 6.69 -24.49 -3.78
H 5.31 -23.19 -5.52
H 5.04 -22.36 -3.98
H 3.71 -23.17 -4.64
H 4.90 -24.21 -2.61
H 5.00 -26.10 -4.97
H 3.69 -25.98 -3.86
H 5.68 -28.17 -4.60
H 4.10 -28.42 -3.68
H 5.86 -28.94 -3.19
H 7.18 -23.80 -3.23
H 7.03 -24.45 -4.73
C -0.56 -19.81 3.60
C 0.17 -21.21 3.66
C 0.06 -21.99 4.94
O 0.74 -21.12 5.84
C 0.54 -21.57 7.15
N -0.23 -21.97 2.55
H -0.21 -19.22 2.75
H -0.35 -19.25 4.51
H -1.61 -20.07 3.50
H 1.24 -21.06 3.56
H 0.54 -22.96 4.79
H -0.95 -22.18 5.30
H 1.16 -22.45 7.30
H -0.47 -21.67 7.56
H 0.81 -20.76 7.82
H 0.40 -22.75 2.43
H -0.25 -21.37 1.74
C -4.27 -24.86 -6.84
C -4.00 -24.04 -5.56
C -2.49 -23.93 -5.24
O -1.91 -25.21 -4.81
C -2.15 -25.57 -3.41
N -4.75 -22.81 -5.79
H -3.72 -25.80 -6.92
H -4.11 -24.30 -7.76
H -5.35 -25.04 -6.82
H -4.42 -24.58 -4.72
H -2.24 -23.17 -4.50
H -2.08 -23.53 -6.17
H -1.26 -26.06 -3.04
H -3.01 -26.23 -3.29
H -2.40 -24.62 -2.93
H -4.37 -22.41 -6.63
H -5.73 -23.00 -5.95



No. 3
30
Properties=species:S:1:pos:R:3 method="wB97M-V/def2-TZVPD" total_charge=0 homo_lumo_gap_ev=11.400 relative_energy_ev=0.887 energy_ha=-2603.45207 homo_energy_ev=-10.8 smiles="CCOC(=O)C(F)(F)F.ClCCCl.ClCCCl"
C 1.84 -3.43 -4.29
C 2.81 -2.87 -5.40
O 3.08 -3.98 -6.28
C 4.16 -4.85 -6.08
O 5.06 -4.67 -5.25
C 4.09 -6.09 -7.01
F 3.05 -6.05 -7.89
F 5.25 -6.30 -7.70
F 3.82 -7.19 -6.24
H 1.47 -2.65 -3.62
H 2.33 -4.18 -3.66
H 0.92 -3.84 -4.69
H 3.69 -2.49 -4.87
H 2.30 -2.15 -6.04
Cl -1.99 0.13 7.54
C -2.37 0.09 5.79
C -2.16 -1.18 5.00
Cl -1.97 -0.86 3.27
H -1.79 0.87 5.29
H -3.45 0.20 5.79
H -2.95 -1.93 5.09
H -1.30 -1.73 5.39
Cl -4.30 6.31 4.01
C -3.91 7.95 4.82
C -2.69 8.64 4.22
Cl -1.25 7.51 4.29
H -3.63 7.77 5.86
H -4.88 8.45 4.76
H -2.35 9.56 4.71
H -2.86 8.94 3.19